No. 1
Below is 5 unconnected molecules or ions with the total composition C28H44N2O9, with properties calculated with ωB97M-V/def2-TZVPD.

Values from the calculation:
E_tot (Ha): -1879.85354
LUMO (eV): -1.53
Kohn-Sham gap (eV): 7.873
E_HOMO (eV): -9.399
SMILES: N#COc1ccc2c(c1O)C(=O)C(N=C=O)=CC2=O.CCOCC.CCOCC.CCOCC.CCOCC

The geometry in XYZ format:
```
83
C28H44N2O9 ωB97M-V/def2-TZVPD
N 2.20 -0.46 -0.12
C 2.20 0.41 -0.87
O 2.20 1.41 -1.70
C 1.23 2.39 -1.39
C 1.63 3.55 -0.78
C 0.69 4.52 -0.48
C -0.64 4.29 -0.79
C -1.02 3.11 -1.40
C -0.09 2.13 -1.72
O -0.43 0.94 -2.27
C -2.46 2.91 -1.69
O -2.87 2.32 -2.66
C -3.37 3.55 -0.69
N -4.61 2.91 -0.43
C -4.61 1.71 -0.20
O -4.66 0.59 0.09
C -3.01 4.69 -0.11
C -1.70 5.28 -0.45
O -1.50 6.46 -0.48
H 2.67 3.68 -0.54
H 0.99 5.44 0.01
H -0.94 1.10 -3.07
H -3.65 5.18 0.61
C 2.63 -3.24 -2.14
C 3.96 -3.30 -1.41
O 4.84 -4.30 -1.87
C 5.22 -4.21 -3.23
C 5.95 -2.93 -3.59
H 2.12 -4.20 -2.08
H 1.99 -2.48 -1.68
H 2.75 -2.99 -3.19
H 3.79 -3.53 -0.36
H 4.45 -2.32 -1.43
H 4.36 -4.36 -3.89
H 5.89 -5.06 -3.39
H 5.32 -2.05 -3.46
H 6.27 -2.96 -4.63
H 6.83 -2.80 -2.96
C -3.49 3.72 5.27
C -2.93 3.45 3.88
O -2.75 4.61 3.09
C -1.86 5.59 3.60
C -0.44 5.08 3.81
H -4.44 4.26 5.19
H -3.67 2.78 5.79
H -2.82 4.32 5.87
H -3.63 2.83 3.32
H -2.00 2.88 3.95
H -2.25 6.02 4.53
H -1.85 6.39 2.86
H -0.39 4.29 4.56
H 0.20 5.90 4.15
H -0.03 4.68 2.88
C -10.07 2.49 -0.28
C -9.51 3.07 1.01
O -9.62 2.21 2.13
C -8.97 0.96 2.02
C -7.47 1.06 1.81
H -11.12 2.22 -0.15
H -10.00 3.23 -1.08
H -9.53 1.60 -0.60
H -10.06 3.97 1.28
H -8.47 3.38 0.87
H -9.42 0.35 1.24
H -9.17 0.46 2.97
H -7.23 1.55 0.86
H -7.02 0.07 1.79
H -7.01 1.64 2.61
C 7.14 -6.10 -0.56
C 8.56 -6.62 -0.38
O 8.66 -8.02 -0.22
C 8.16 -8.80 -1.29
C 8.86 -8.55 -2.62
H 6.51 -6.41 0.28
H 7.14 -5.02 -0.62
H 6.68 -6.48 -1.47
H 8.99 -6.20 0.54
H 9.20 -6.28 -1.20
H 7.08 -8.67 -1.40
H 8.32 -9.84 -0.99
H 8.71 -7.53 -2.97
H 8.46 -9.23 -3.38
H 9.93 -8.72 -2.52
```

No. 2
Below is a molecular structure, C28H45BrCdN2OP2, with properties calculated with ωB97M-V/def2-TZVPD.

Values from the calculation:
E_tot (Ha): -4702.41020
LUMO (eV): -7.63
Energy relative to the best compared isomer or geometry (same formula, charge and spin) (eV): 0.000
Kohn-Sham gap (eV): 5.167
Net charge: +2
E_HOMO (eV): -12.793

The geometry in XYZ format:
```
80
C28H45BrCdN2OP2 ωB97M-V/def2-TZVPD
C -0.54 5.25 -5.58
C -0.86 3.92 -5.92
C -1.04 3.62 -7.27
C -0.73 4.58 -8.23
N -0.38 5.82 -7.91
C -0.28 6.16 -6.62
C -1.01 2.85 -4.98
C -1.22 2.57 -3.75
C -1.51 2.57 -2.37
C -0.54 2.13 -1.44
C -0.94 1.52 -0.26
C -2.32 1.34 -0.03
C -3.26 2.04 -0.80
C -2.86 2.68 -1.97
Cd -0.92 0.73 -4.82
P 2.33 -0.61 -1.64
H -1.43 2.64 -7.58
H -0.50 5.58 -4.55
H -0.80 4.32 -9.29
H 0.03 7.18 -6.38
H -3.58 3.17 -2.63
H 0.50 2.19 -1.74
H -4.30 2.00 -0.52
H -0.19 1.11 0.40
C 2.12 -2.06 -0.51
C 3.05 -3.27 -0.67
H 1.08 -2.38 -0.67
H 2.17 -1.63 0.51
H 2.86 -3.95 0.17
H 2.83 -3.81 -1.60
H 4.12 -2.99 -0.64
C 3.14 -1.26 -3.18
C 3.24 -0.13 -4.20
H 2.50 -2.08 -3.55
H 4.12 -1.66 -2.94
H 3.34 -0.55 -5.21
H 2.34 0.51 -4.19
H 4.12 0.50 -4.03
C 3.77 0.25 -0.88
C 5.11 -0.47 -0.81
H 3.43 0.53 0.13
H 3.86 1.17 -1.47
H 5.87 0.24 -0.48
H 5.10 -1.30 -0.09
H 5.44 -0.85 -1.78
Br -2.91 0.19 1.27
P -1.74 -1.46 -4.92
C -0.26 -2.48 -4.51
C -0.30 -3.99 -4.23
H 0.18 -1.97 -3.64
H 0.43 -2.31 -5.37
H 0.74 -4.33 -4.05
H -0.88 -4.26 -3.34
H -0.67 -4.56 -5.09
C -2.54 -1.08 -3.30
C -3.42 -2.12 -2.61
H -3.17 -0.19 -3.46
H -1.75 -0.80 -2.58
H -3.51 -1.86 -1.55
H -4.43 -2.11 -3.04
H -3.00 -3.13 -2.69
C -2.67 -0.82 -6.44
C -3.65 -1.73 -7.15
H -1.93 -0.50 -7.18
H -3.28 0.03 -6.08
H -3.95 -1.20 -8.07
H -3.14 -2.65 -7.45
H -4.54 -1.91 -6.54
C 0.03 2.38 2.90
N 1.25 1.73 3.40
C 1.93 2.32 4.55
C 1.87 0.77 2.67
O 1.45 0.31 1.59
H -0.35 3.00 3.71
H -0.72 1.63 2.62
H 0.25 3.02 2.03
H 2.39 1.51 5.13
H 2.72 3.02 4.23
H 1.19 2.86 5.14
H 2.82 0.43 3.16
```

No. 3
Below is a molecular structure, C28H45BrN2P2Sr, with properties calculated with ωB97M-V/def2-TZVPD.

Values from the calculation:
E_tot (Ha): -4490.31045
LUMO (eV): -7.63
Energy relative to the best compared isomer or geometry (same formula, charge and spin) (eV): 1.118
Kohn-Sham gap (eV): 3.192
Net charge: +2
E_HOMO (eV): -10.819

The geometry in XYZ format:
```
79
C28H45BrN2P2Sr ωB97M-V/def2-TZVPD
N 6.91 1.60 -6.76
C 7.29 2.24 -5.65
C 6.65 2.04 -4.42
C 5.60 1.08 -4.31
C 5.22 0.46 -5.53
C 5.89 0.75 -6.72
C 4.90 0.79 -3.08
Sr 3.15 -0.64 -0.31
P -0.97 -4.61 2.13
C 4.19 -0.37 -2.84
C 2.71 -0.39 -2.93
C 1.92 -1.57 -2.92
C 0.54 -1.51 -2.85
C -0.12 -0.30 -2.53
C 0.69 0.85 -2.40
C 2.03 0.83 -2.75
Br 0.28 -1.55 0.28
H 4.96 1.62 -2.35
H 4.69 -1.34 -2.64
H 7.01 2.60 -3.55
H 4.40 -0.25 -5.55
H 8.14 2.93 -5.75
H 5.59 0.26 -7.65
H 2.41 -2.54 -3.09
H 2.57 1.77 -2.89
H -0.01 -2.45 -2.96
H 0.29 1.76 -1.94
P -1.92 -0.04 -2.43
C 0.73 -4.09 2.41
C 1.56 -5.22 3.04
H 0.70 -3.21 3.07
H 1.12 -3.81 1.43
H 2.54 -4.83 3.34
H 1.07 -5.63 3.93
H 1.73 -6.04 2.35
C -1.15 -5.08 0.38
C -2.28 -6.10 0.18
H -0.18 -5.52 0.08
H -1.32 -4.14 -0.16
H -2.28 -6.46 -0.85
H -2.16 -6.96 0.85
H -3.27 -5.67 0.38
C -2.11 -3.19 2.34
C -2.76 -3.21 3.73
H -2.89 -3.28 1.57
H -1.50 -2.30 2.18
H -3.44 -2.36 3.85
H -3.34 -4.13 3.89
H -2.02 -3.15 4.54
C -2.52 0.75 -0.92
C -3.93 1.37 -0.96
H -1.77 1.52 -0.66
H -2.44 0.00 -0.13
H -3.90 2.41 -1.31
H -4.62 0.82 -1.61
H -4.36 1.36 0.05
C -2.83 -1.57 -2.75
C -2.47 -2.18 -4.11
H -3.90 -1.29 -2.73
H -2.62 -2.25 -1.91
H -2.88 -1.59 -4.94
H -1.39 -2.25 -4.25
H -2.88 -3.19 -4.17
C -2.28 1.05 -3.83
C -1.77 2.48 -3.75
H -3.37 1.02 -3.93
H -1.86 0.53 -4.70
H -0.71 2.56 -4.03
H -2.34 3.06 -4.49
H -1.92 2.94 -2.76
C 0.22 2.75 3.28
C 0.43 2.93 1.77
C 1.42 2.04 1.23
N 2.26 1.37 0.77
H -0.24 1.78 3.47
H -0.44 3.53 3.68
H 1.17 2.78 3.82
H -0.53 2.77 1.25
H 0.72 3.97 1.52
```

No. 4
Below is a molecular structure, C28H45BrN2P2W, with properties calculated with ωB97M-V/def2-TZVPD.

Values from the calculation:
E_tot (Ha): -4525.48240
LUMO (spin up / spin down) (eV): -14.77 / -14.43
2S+1: 3
Energy relative to the best compared isomer or geometry (same formula, charge and spin) (eV): 1.191
Kohn-Sham gap (spin up / spin down) (eV): 5.061 / 5.493
Net charge: +4
E_HOMO (spin up / spin down) (eV): -19.827 / -19.921

The geometry in XYZ format:
```
79
C28H45BrN2P2W ωB97M-V/def2-TZVPD
N 1.99 -3.85 -6.48
C 3.04 -3.27 -5.87
C 2.87 -2.32 -4.83
C 1.55 -1.98 -4.36
C 0.50 -2.48 -5.17
C 0.76 -3.42 -6.19
C 1.31 -1.11 -3.18
W 0.47 -0.41 -0.27
P -0.50 -0.56 2.83
C 0.17 -1.17 -2.29
C 0.41 -2.25 -1.30
C -0.64 -2.50 -0.37
C -0.35 -3.19 0.85
C 0.98 -3.38 1.22
C 1.95 -2.52 0.58
C 1.76 -2.11 -0.79
Br 1.42 -4.51 2.61
H 2.11 -0.40 -2.94
H -0.85 -1.02 -2.70
H 3.77 -1.81 -4.46
H -0.48 -2.03 -5.08
H 4.05 -3.58 -6.24
H -0.08 -3.81 -6.78
H -1.67 -2.38 -0.71
H 2.59 -1.69 -1.40
H -1.14 -3.63 1.48
H 2.93 -2.36 1.06
P -0.98 1.36 -1.04
C -0.28 -1.61 4.46
C -1.18 -1.73 5.71
H 0.72 -1.32 4.79
H -0.20 -2.62 4.01
H -0.58 -2.19 6.52
H -1.56 -0.80 6.16
H -2.03 -2.41 5.59
C -2.32 -1.00 2.75
C -3.22 -0.47 3.86
H -2.34 -2.11 2.74
H -2.68 -0.67 1.76
H -4.26 -0.47 3.50
H -3.18 -1.13 4.74
H -2.97 0.54 4.18
C -0.27 1.14 3.54
C -0.65 1.45 4.99
H -0.75 1.84 2.85
H 0.81 1.31 3.44
H -0.43 2.51 5.19
H -1.70 1.31 5.23
H -0.07 0.86 5.71
C -0.54 2.88 -0.12
C -1.31 4.13 -0.58
H 0.55 3.03 -0.24
H -0.71 2.69 0.95
H -0.88 4.54 -1.51
H -2.37 3.92 -0.77
H -1.26 4.91 0.20
C -2.71 0.99 -0.48
C -3.55 0.16 -1.46
H -3.24 1.93 -0.22
H -2.61 0.42 0.47
H -3.63 0.62 -2.45
H -3.14 -0.86 -1.59
H -4.58 0.05 -1.08
C -1.01 1.79 -2.83
C 0.31 2.28 -3.44
H -1.81 2.54 -2.98
H -1.34 0.88 -3.35
H 0.97 1.45 -3.73
H 0.10 2.83 -4.36
H 0.87 2.95 -2.78
C 3.71 3.91 0.17
C 4.02 2.42 0.47
C 3.01 1.44 0.11
N 2.15 0.67 -0.06
H 3.38 4.09 -0.86
H 4.63 4.49 0.32
H 2.96 4.33 0.85
H 4.96 2.17 -0.05
H 4.24 2.29 1.54
```

No. 5
Below is a molecular structure, C28H45GeO6S2Sc, with properties calculated with ωB97M-V/def2-TZVPD.

Values from the calculation:
E_tot (Ha): -5178.93175
LUMO (eV): -4.46
Energy relative to the best compared isomer or geometry (same formula, charge and spin) (eV): 0.428
Kohn-Sham gap (eV): 9.041
Net charge: +2
E_HOMO (eV): -13.505

The geometry in XYZ format:
```
83
C28H45GeO6S2Sc ωB97M-V/def2-TZVPD
Sc 0.22 0.52 -0.92
C 0.01 2.53 -3.59
C -0.91 3.22 -2.60
O -0.48 2.99 -1.26
C 0.32 4.01 -0.67
C 1.80 3.86 -1.03
O 2.08 2.47 -1.02
C 3.42 2.16 -1.38
C 3.50 0.65 -1.54
O 2.33 0.15 -2.18
C 2.31 0.35 -3.60
C 0.86 0.30 -4.03
O 0.08 1.16 -3.18
H 1.01 2.97 -3.58
H -0.40 2.60 -4.60
H -1.91 2.78 -2.68
H -0.98 4.29 -2.82
H 0.20 3.90 0.40
H -0.03 5.00 -0.97
H 2.41 4.38 -0.29
H 2.02 4.28 -2.02
H 4.12 2.49 -0.60
H 3.67 2.68 -2.31
H 3.54 0.15 -0.57
H 4.40 0.38 -2.10
H 2.87 -0.44 -4.09
H 2.77 1.31 -3.85
H 0.47 -0.70 -3.88
H 0.75 0.59 -5.07
O -1.48 0.81 0.20
S -2.70 1.24 1.00
C -2.05 2.07 2.51
C -1.51 1.22 3.65
C -0.20 0.48 3.34
C 1.00 1.42 3.30
S 2.19 0.95 1.99
O 1.27 0.63 0.82
C 2.69 -0.65 2.63
C 2.21 -1.81 2.04
C 2.64 -3.03 2.53
C 3.54 -3.08 3.58
C 4.03 -1.91 4.15
C 3.61 -0.68 3.67
C -3.36 -0.27 1.71
C -2.70 -1.47 1.52
C -3.26 -2.63 2.06
C -4.45 -2.55 2.77
C -5.10 -1.34 2.93
C -4.56 -0.18 2.39
H -2.88 2.69 2.84
H -1.28 2.73 2.10
H -2.26 0.50 3.97
H -1.35 1.89 4.50
H -0.30 -0.02 2.38
H -0.05 -0.30 4.09
H 1.57 1.42 4.23
H 0.72 2.44 3.06
H 1.52 -1.75 1.21
H 2.28 -3.95 2.08
H 3.88 -4.03 3.96
H 4.74 -1.94 4.97
H 3.99 0.24 4.10
H -1.78 -1.50 0.95
H -2.77 -3.58 1.92
H -4.87 -3.45 3.20
H -6.04 -1.29 3.47
H -5.08 0.77 2.49
C -0.39 -3.13 -3.94
Ge -1.27 -2.43 -2.31
C -2.59 -1.03 -2.78
C -2.29 -3.89 -1.46
C 0.08 -1.69 -1.06
H -0.72 -4.16 -4.10
H 0.69 -3.14 -3.84
H -0.66 -2.56 -4.83
H -3.20 -1.36 -3.62
H -2.11 -0.09 -3.06
H -3.25 -0.84 -1.93
H -2.97 -4.32 -2.20
H -2.89 -3.53 -0.62
H -1.63 -4.69 -1.11
H 1.05 -2.10 -1.36
H -0.15 -2.16 -0.09
```

No. 6
Below is a molecular structure, C28H46BN7O2PbSSi3, with properties calculated with ωB97M-V/def2-TZVPD.

Values from the calculation:
E_tot (Ha): -3112.80157
LUMO (eV): -1.31
Energy relative to the best compared isomer or geometry (same formula, charge and spin) (eV): 4.334
Kohn-Sham gap (eV): 6.782
E_HOMO (eV): -8.094

The geometry in XYZ format:
```
89
C28H46BN7O2PbSSi3 ωB97M-V/def2-TZVPD
Pb 0.05 0.63 0.45
B 2.97 3.31 1.18
N 1.83 3.00 2.21
C 1.77 3.65 3.38
C 0.75 3.11 4.14
C 0.22 2.12 3.32
N 0.89 2.05 2.17
N 2.70 2.76 -0.26
C 3.51 3.09 -1.27
C 3.16 2.36 -2.39
C 2.09 1.58 -1.97
N 1.81 1.83 -0.68
H 3.05 4.51 1.10
H 4.00 2.81 1.58
H 2.46 4.45 3.59
H 0.42 3.41 5.12
H -0.64 1.49 3.50
H 4.29 3.82 -1.11
H 3.61 2.39 -3.36
H 1.50 0.88 -2.52
C 4.14 -0.21 0.54
Si 3.08 -0.91 1.91
C 3.06 0.11 3.47
C 4.07 -2.44 2.41
C 1.31 -1.32 1.25
C 1.37 -1.96 -0.09
C 2.03 -3.16 -0.41
C 1.96 -3.64 -1.70
C 1.24 -2.95 -2.67
C 0.61 -1.79 -2.29
N 0.69 -1.33 -1.04
Si 0.26 -2.45 2.38
C -1.18 -3.23 1.42
C 1.16 -4.00 2.96
C -0.26 -1.59 3.96
H 5.17 -0.17 0.90
H 3.87 0.79 0.24
H 4.11 -0.85 -0.34
H 4.04 0.55 3.63
H 2.84 -0.52 4.34
H 2.33 0.92 3.46
H 5.10 -2.10 2.56
H 4.11 -3.22 1.65
H 3.75 -2.89 3.35
H 2.58 -3.69 0.34
H 2.47 -4.56 -1.96
H 1.17 -3.30 -3.69
H 0.02 -1.19 -2.97
H -0.93 -3.34 0.36
H -2.14 -2.73 1.49
H -1.33 -4.23 1.82
H 1.61 -4.56 2.14
H 0.42 -4.65 3.43
H 1.94 -3.79 3.70
H -0.68 -0.59 3.85
H 0.62 -1.47 4.60
H -0.97 -2.21 4.50
C -1.98 2.80 -4.44
Si -3.36 1.54 -4.38
C -3.35 0.58 -5.98
C -4.99 2.44 -4.18
C -3.30 0.25 -2.99
C -4.31 -0.71 -3.05
C -4.43 -1.71 -2.09
C -3.50 -1.72 -1.07
N -2.52 -0.82 -0.96
C -2.41 0.13 -1.90
S -1.07 1.26 -1.78
H -2.16 3.43 -5.32
H -1.00 2.34 -4.55
H -1.96 3.44 -3.56
H -3.48 1.25 -6.83
H -4.15 -0.17 -6.03
H -2.40 0.06 -6.12
H -5.14 3.15 -5.00
H -5.02 2.99 -3.24
H -5.84 1.74 -4.18
H -5.03 -0.67 -3.85
H -5.21 -2.45 -2.14
H -3.55 -2.48 -0.29
N -2.08 -0.16 1.81
C -3.05 0.91 2.01
C -2.55 2.28 1.53
O -3.27 3.24 1.74
O -1.43 2.30 0.92
H -2.36 -0.77 1.04
H -1.95 -0.71 2.64
H -3.31 1.00 3.07
H -3.98 0.71 1.47
```

Record-wise strongest force on any atom values, in eV/Å: 0.629, 4.596, 3.048, 4.750, 0.689, 0.635